57
Properties=species:S:1:pos:R:3 method="wB97M-V/def2-TZVPD" e_lumo_ev="0.452 / -2.232" s_squared=0.77 total_energy_ha=-3588.8722 charge=0 multiplicity=2
Rh 0.03999 -0.03076 0.06494
C -4.14236 0.32654 0.46120
C -2.98488 -0.41686 0.27733
N -1.91338 0.34967 0.46541
N -2.36013 1.60471 0.71703
C -3.70200 1.60367 0.74153
B -1.30896 2.72774 0.89653
N -0.31462 2.22118 1.98078
C -0.30111 2.51329 3.29277
C 0.51607 1.61334 3.93970
C 0.94917 0.75561 2.93362
N 0.45360 1.12594 1.75941
N -0.56725 2.91295 -0.44077
C -0.37247 4.02520 -1.17042
C 0.45228 3.70533 -2.22653
C 0.72724 2.34603 -2.05784
N 0.09987 1.88205 -0.98589
N -1.88020 4.07124 1.31445
C -1.16620 5.11808 1.80379
C -1.96811 6.23048 1.77706
C -3.17488 5.76644 1.22617
N -3.11317 4.48045 0.93795
H -5.15926 -0.01109 0.38150
H -2.87480 -1.44681 -0.00610
H -4.23196 2.52070 0.91387
H -0.87608 3.33540 3.67905
H 0.75946 1.57585 4.98566
H 1.59482 -0.10336 3.00928
H -0.82753 4.96005 -0.89139
H 0.80546 4.36048 -3.00203
H 1.34106 1.68811 -2.65077
H -0.14171 4.99961 2.11405
H -1.72161 7.22448 2.10413
H -4.08175 6.31449 1.02932
Cl 4.24958 -3.34060 -4.09046
C 2.86511 -2.71220 -3.30222
C 1.56693 -3.17827 -3.69857
Cl 1.44704 -4.34857 -4.94294
C 0.43711 -2.69969 -3.09341
Cl -1.13662 -3.22514 -3.52508
C 0.54437 -1.73002 -2.05854
O -0.46893 -1.24867 -1.45933
C 1.85047 -1.26572 -1.64887
O 1.91411 -0.38312 -0.73396
C 3.00294 -1.78069 -2.30927
Cl 4.52877 -1.19044 -1.79824
F 1.15329 -5.15797 3.28291
C 0.87123 -4.04035 2.57430
C 1.86787 -3.11653 2.35656
C 1.56387 -1.97219 1.63072
C 0.28137 -1.72797 1.12302
C -0.68390 -2.70990 1.35722
C -0.40209 -3.86063 2.08285
H 2.86189 -3.29903 2.74211
H 2.35840 -1.25905 1.44666
H -1.68416 -2.60230 0.97448
H -1.15665 -4.61420 2.26493